Computed, not measured: 6 unconnected molecules or ions with the total composition C41H101N5O8 at a distorted geometry, with the ωB97M-V functional and the def2-TZVPD basis.

Values from the calculation:
Gap between HOMO and LUMO (spin up / spin down) in eV: 1.93 / 9.01
Maximum force in eV Å⁻¹: 4.8
2S+1: 2
E_HOMO (spin up / spin down) in eV: -7.40 / -14.49
Energy above the lowest of the compared OMol25 structures with the same formula, charge and spin in kJ/mol: 0.0
Total charge: +3

Atoms and positions in Å:
H (0.38, -2.50, 5.12)
H (3.82, -4.67, 0.05)
H (1.99, 0.12, 1.24)
H (-2.18, -2.71, -0.29)
O (-1.78, 2.13, -0.09)
H (0.88, 3.51, 3.00)
H (2.06, -1.73, -0.54)
C (-1.77, 1.16, -3.25)
N (-1.82, -5.73, -0.05)
H (1.93, 0.02, 4.77)
H (0.06, 4.37, -0.30)
C (2.68, 2.37, -1.33)
H (5.34, -0.04, -2.27)
H (1.80, 4.33, 4.12)
H (-3.43, -4.80, -1.28)
C (3.83, 1.47, -0.91)
H (-2.53, 6.38, 4.46)
H (-3.17, -3.57, 0.95)
C (4.23, 4.51, -1.19)
C (-3.88, 3.11, 7.26)
H (-3.67, -10.60, 1.69)
H (3.85, -2.01, 3.22)
H (-2.06, 1.41, -0.66)
H (-0.75, 1.22, -2.85)
H (-3.90, 5.58, 6.31)
H (1.28, -5.78, -0.55)
H (0.77, -2.19, 0.52)
C (0.42, -0.49, -4.72)
C (4.49, -0.57, -1.84)
H (-1.15, -2.41, -5.20)
C (4.59, 4.49, -2.72)
H (-0.33, -1.35, -7.09)
O (3.44, 0.31, -1.68)
C (-1.74, 0.99, -4.83)
H (3.76, 1.17, 2.45)
C (0.92, 4.48, 3.50)
H (0.37, -5.74, -2.09)
H (4.95, 3.95, -0.59)
C (2.72, 3.96, 0.66)
H (-0.09, -0.82, 2.42)
N (-1.63, 4.43, 3.77)
H (-1.54, -0.09, -8.73)
H (-3.65, -5.63, 1.02)
N (1.94, -1.12, 2.94)
H (4.36, -1.37, -2.56)
C (-0.11, -1.77, 4.47)
H (3.41, -0.70, 1.36)
H (-0.35, 4.97, -1.89)
H (3.49, 3.30, 1.07)
H (4.20, 5.53, -0.79)
H (-1.32, 1.81, -5.40)
H (4.75, 1.89, -1.32)
H (0.01, 0.30, -7.13)
H (-0.28, 6.44, 1.84)
H (-4.51, 2.22, 7.28)
H (-0.43, -7.21, 0.65)
C (-3.34, -7.73, 0.72)
H (2.48, 2.40, -2.41)
H (-3.62, 2.71, -8.58)
H (-0.35, 5.93, 4.66)
O (2.51, -3.23, 0.82)
H (4.34, 3.49, -3.05)
C (1.85, -2.03, 0.49)
C (-1.82, -1.57, -5.02)
H (1.74, 3.64, 1.02)
H (-2.94, 2.88, 7.76)
C (0.44, -1.56, 3.03)
H (-0.21, -0.83, 5.01)
H (3.98, 5.19, -3.29)
C (-0.29, 4.86, 4.43)
C (-1.64, 4.68, 2.19)
H (-0.98, 2.42, 3.73)
H (-2.85, -0.62, -7.64)
H (-2.81, -6.12, -1.96)
O (-0.05, 1.44, 1.03)
C (-3.20, 4.91, 5.82)
H (-2.75, 0.85, -5.22)
H (4.95, -0.97, -0.94)
C (-1.15, -4.46, 0.65)
H (0.07, 3.33, -1.74)
H (1.29, 0.84, 3.35)
H (-3.47, -7.95, -0.34)
H (-1.96, 2.77, 5.12)
C (-0.67, -6.78, -0.32)
H (-1.16, -2.07, 4.43)
H (5.65, 4.68, -2.86)
C (-3.22, 1.70, -8.73)
H (3.40, 1.86, 4.10)
C (-0.79, -0.39, -6.84)
C (0.58, -6.33, -1.20)
C (-1.03, 1.19, 0.35)
C (3.56, -3.62, -0.13)
C (-1.97, 0.01, -7.73)
C (3.43, 0.97, 3.46)
H (-2.38, 4.84, 6.54)
H (-1.76, -4.69, -2.01)
C (0.58, -1.24, -3.38)
H (-0.18, -1.03, -2.63)
O (-3.85, 3.65, 5.92)
H (1.11, -7.22, -1.51)
H (1.87, 5.75, -1.42)
H (-3.08, -10.37, 0.10)
H (-0.30, -4.29, 0.00)
H (-3.63, 5.35, 3.66)
H (1.19, 5.28, 2.82)
C (0.33, 4.31, -1.35)
C (1.83, 4.69, -1.63)
H (-2.73, 2.45, 3.55)
C (2.34, -0.89, 1.45)
C (-1.34, 6.19, 1.87)
H (-1.96, -2.58, 1.44)
H (-2.27, 0.30, -2.79)
H (1.12, -0.99, -5.39)
H (0.54, -2.32, -3.55)
C (-2.82, -6.34, 0.95)
H (-2.29, -6.24, 1.89)
N (2.89, 3.83, -0.90)
H (-4.38, 3.83, 7.91)
C (-2.45, -5.27, -1.39)
H (-3.97, 0.95, -8.97)
H (-2.73, -1.56, -5.62)
O (-2.39, 1.34, -7.59)
N (-1.01, -0.36, -5.37)
H (1.76, 1.96, -0.92)
H (0.54, -2.57, 2.63)
C (-2.17, -3.29, 0.63)
H (-1.96, 6.90, 2.41)
H (-2.65, 1.64, -9.65)
C (-2.85, -10.14, 1.14)
C (2.11, 0.23, 3.72)
H (2.80, -2.01, 4.66)
H (-2.09, -10.86, 1.45)
C (-1.89, 2.93, 4.04)
O (-1.40, 0.04, 0.06)
H (1.98, 4.65, -2.71)
H (1.53, -1.05, -2.89)
H (0.78, 0.54, -4.62)
C (2.84, -2.20, 3.59)
H (2.96, 4.94, 1.06)
H (4.42, -2.99, 0.08)
H (2.55, -3.19, 3.23)
H (3.85, 1.35, 0.17)
H (3.30, -3.66, -1.19)
H (-0.17, 4.37, 5.39)
O (-2.46, -8.75, 1.35)
H (4.24, 0.34, 3.84)
H (-2.61, 4.45, 1.74)
H (-2.38, 2.01, -2.96)
H (-2.06, -1.54, -3.95)
H (-4.33, -7.81, 1.16)
C (-2.82, 5.33, 4.39)
H (-1.61, 6.48, 0.86)
H (-0.93, -4.72, 1.69)
H (-1.24, -7.58, -0.79)
H (-0.99, 4.00, 1.65)